A 2-piece molecular cluster, C3H7N2S2 overall at a distorted geometry, computed with wB97M-V/def2-TZVPD.

Each line ends with the Löwdin charge.
Cartesian coordinates (Å):
1 C -0.05 1.94 -0.01  -0.771
2 C 1.12 -1.63 -1.80  0.236
3 C 1.71 0.47 -0.66  -0.228
4 N 1.08 1.61 -0.30  0.053
5 N 0.85 -0.63 -1.03  0.105
6 S -1.41 2.56 0.38  0.858
7 S -3.90 0.37 3.15  0.421
8 H 2.07 -1.77 -2.27  0.125
9 H 0.43 -2.46 -1.96  0.137
10 H 2.53 0.54 -1.40  0.152
11 H 2.51 0.32 0.11  0.173
12 H -3.18 -0.34 2.13  -0.182
13 H 0.03 -0.49 -0.48  0.159
14 H -3.79 -0.51 4.14  -0.239

The value obtained for the HOMO energy is -12.01 eV. The multiplicity is 1. As for the energy above the lowest of the compared OMol25 structures with the same formula, charge and spin: 308.74 kJ/mol. The LUMO energy is -6.0 eV. The value obtained for the gap between HOMO and LUMO is 6.06 eV. The charge is +1.

A 9-piece molecular cluster, C53H60F33NO23P2 overall at a distorted geometry, computed with wB97M-V/def2-TZVPD.

Each line ends with the Löwdin charge.
Cartesian coordinates (Å):
1 C -6.75 -1.32 -0.17  -0.103
2 C -5.49 -0.84 -0.97  -0.257
3 C -4.84 0.41 -0.23  -0.173
4 C -3.46 0.68 -0.94  -0.107
5 C -2.27 1.06 -0.01  -0.016
6 C -1.02 1.21 -0.50  0.026
7 C -0.68 1.02 -2.01  -0.309
8 F -1.51 1.76 -2.83  0.103
9 F 0.59 1.52 -2.27  0.097
10 C -0.62 -0.52 -2.40  -0.281
11 F 0.72 -0.86 -2.51  0.128
12 F -1.10 -1.34 -1.42  0.129
13 C -1.26 -0.91 -3.78  -0.284
14 F -1.24 -2.29 -3.83  0.126
15 F -2.58 -0.57 -3.90  0.139
16 C -0.48 -0.41 -5.06  -0.462
17 F -1.32 -0.36 -6.13  0.151
18 F 0.07 0.81 -4.95  0.167
19 F 0.44 -1.37 -5.37  0.158
20 C 0.13 1.54 0.50  -0.240
21 O 0.99 2.34 0.31  0.137
22 C 0.00 0.76 1.85  -0.033
23 C 1.13 0.20 2.54  0.014
24 C 0.88 -0.55 3.76  -0.196
25 P 2.39 -1.25 4.59  0.508
26 O 2.38 -0.88 6.03  -0.312
27 O 3.73 -0.52 3.92  -0.160
28 O 2.55 -2.85 4.28  -0.135
29 C -0.46 -0.75 4.29  -0.217
30 P -0.70 -1.78 5.86  0.768
31 N -1.32 -0.94 7.05  -0.290
32 C -1.60 -0.15 3.59  -0.117
33 C -3.05 -0.35 4.16  -0.093
34 C -3.54 -1.72 3.59  -0.191
35 O -4.87 -2.09 4.04  -0.044
36 C -5.02 -3.43 3.70  -0.336
37 O -5.90 -3.84 3.03  0.120
38 C -1.35 0.59 2.39  0.001
39 C -2.49 1.23 1.53  -0.255
40 O -3.41 1.82 2.01  0.148
41 H -7.07 -2.37 -0.42  0.059
42 H -6.48 -1.35 0.92  0.076
43 H -7.58 -0.58 -0.35  0.084
44 H -5.67 -0.65 -2.05  0.108
45 H -4.73 -1.66 -0.86  0.108
46 H -4.78 0.11 0.84  0.094
47 H -5.53 1.26 -0.42  0.125
48 H -3.21 -0.22 -1.55  0.096
49 H -3.59 1.52 -1.67  0.136
50 H 2.15 0.35 2.13  0.122
51 H 3.78 0.37 4.31  0.087
52 H 3.30 -3.14 4.84  0.100
53 H 0.55 -2.40 6.18  0.003
54 H -1.54 -2.87 5.44  0.003
55 H -1.43 0.01 6.69  -0.025
56 H -3.02 -0.36 5.27  0.102
57 H -3.74 0.46 3.83  0.115
58 H -2.84 -2.51 3.96  0.081
59 H -3.53 -1.74 2.47  0.139
60 H -4.22 -4.15 4.05  0.156
61 C 0.31 3.79 -4.92  -0.058
62 C 0.43 5.25 -4.55  -0.184
63 O 1.07 5.99 -5.61  0.023
64 C 0.28 6.38 -6.62  -0.387
65 O -0.89 6.15 -6.70  0.177
66 C 1.10 7.19 -7.62  -0.520
67 F 2.29 6.63 -7.89  0.142
68 F 1.35 8.44 -7.17  0.163
69 F 0.47 7.33 -8.80  0.169
70 H 1.29 3.38 -5.19  0.087
71 H -0.10 3.22 -4.09  0.049
72 H -0.34 3.65 -5.79  0.085
73 H 1.06 5.36 -3.67  0.111
74 H -0.54 5.69 -4.31  0.134
75 C 2.31 -2.00 11.30  -0.049
76 C 1.26 -2.71 12.13  -0.197
77 O 0.04 -2.88 11.38  0.033
78 C 0.01 -3.93 10.56  -0.390
79 O 0.90 -4.71 10.41  0.162
80 C -1.35 -4.00 9.87  -0.531
81 F -1.77 -2.81 9.42  0.146
82 F -2.31 -4.47 10.70  0.157
83 F -1.34 -4.83 8.80  0.148
84 H 1.92 -1.05 10.92  0.091
85 H 3.20 -1.80 11.90  0.047
86 H 2.60 -2.60 10.44  0.083
87 H 1.00 -2.10 13.00  0.125
88 H 1.62 -3.66 12.51  0.123
89 C 5.54 6.98 -6.12  -0.044
90 C 4.78 8.26 -6.38  -0.203
91 O 5.34 9.35 -5.62  0.029
92 C 6.41 9.95 -6.16  -0.386
93 O 6.92 9.64 -7.20  0.172
94 C 6.86 11.11 -5.27  -0.527
95 F 6.87 10.78 -3.97  0.158
96 F 6.04 12.17 -5.40  0.160
97 F 8.09 11.53 -5.57  0.164
98 H 5.57 6.77 -5.05  0.069
99 H 5.06 6.14 -6.63  0.079
100 H 6.57 7.05 -6.46  0.081
101 H 3.75 8.15 -6.05  0.094
102 H 4.75 8.50 -7.45  0.128
103 C 2.60 4.85 0.24  -0.070
104 C 2.72 6.34 0.51  -0.191
105 O 3.33 7.01 -0.61  0.034
106 C 2.53 7.31 -1.62  -0.384
107 O 1.35 7.07 -1.66  0.160
108 C 3.31 8.06 -2.71  -0.517
109 F 4.50 7.49 -2.96  0.158
110 F 3.55 9.33 -2.35  0.173
111 F 2.64 8.10 -3.87  0.159
112 H 3.57 4.43 -0.01  0.090
113 H 2.21 4.34 1.12  0.071
114 H 1.93 4.66 -0.60  0.068
115 H 3.37 6.51 1.37  0.126
116 H 1.75 6.79 0.74  0.127
117 C -7.95 -7.73 -3.09  -0.060
118 C -8.73 -6.48 -3.42  -0.193
119 O -8.13 -5.32 -2.81  0.033
120 C -7.11 -4.78 -3.47  -0.384
121 O -6.67 -5.18 -4.50  0.174
122 C -6.61 -3.54 -2.72  -0.513
123 F -6.50 -3.74 -1.39  0.116
124 F -7.44 -2.49 -2.90  0.162
125 F -5.40 -3.15 -3.15  0.163
126 H -7.84 -7.84 -2.01  0.089
127 H -8.45 -8.61 -3.49  0.088
128 H -6.94 -7.68 -3.51  0.054
129 H -9.74 -6.56 -3.01  0.126
130 H -8.83 -6.34 -4.50  0.127
131 C -2.10 -7.89 -6.72  -0.059
132 C -1.90 -9.07 -5.78  -0.201
133 O -3.12 -9.37 -5.08  0.028
134 C -4.01 -10.12 -5.74  -0.386
135 O -3.86 -10.54 -6.85  0.174
136 C -5.22 -10.39 -4.85  -0.518
137 F -5.64 -9.29 -4.20  0.143
138 F -4.95 -11.32 -3.91  0.164
139 F -6.27 -10.85 -5.55  0.167
140 H -2.49 -7.03 -6.17  0.084
141 H -1.15 -7.61 -7.19  0.083
142 H -2.82 -8.12 -7.50  0.079
143 H -1.16 -8.82 -5.03  0.125
144 H -1.54 -9.95 -6.32  0.126
145 C 4.87 -4.67 16.56  -0.060
146 C 4.96 -3.19 16.87  -0.198
147 O 5.58 -2.48 15.78  0.034
148 C 4.79 -2.16 14.76  -0.379
149 O 3.62 -2.41 14.69  0.168
150 C 5.57 -1.38 13.70  -0.517
151 F 6.77 -1.92 13.45  0.166
152 F 5.80 -0.11 14.09  0.168
153 F 4.92 -1.31 12.53  0.137
154 H 5.85 -5.07 16.31  0.084
155 H 4.47 -5.21 17.42  0.084
156 H 4.22 -4.85 15.71  0.078
157 H 5.59 -3.03 17.74  0.126
158 H 3.98 -2.76 17.09  0.126
159 C 3.41 4.19 -10.03  -0.053
160 C 2.81 3.05 -9.24  -0.199
161 O 3.39 1.79 -9.64  0.029
162 C 4.56 1.49 -9.08  -0.387
163 O 5.15 2.17 -8.29  0.170
164 C 5.03 0.11 -9.56  -0.529
165 F 4.87 -0.05 -10.88  0.160
166 F 4.34 -0.88 -8.96  0.160
167 F 6.32 -0.11 -9.29  0.166
168 H 3.31 4.01 -11.10  0.086
169 H 2.91 5.13 -9.78  0.064
170 H 4.48 4.30 -9.82  0.082
171 H 1.74 2.98 -9.44  0.127
172 H 2.93 3.20 -8.16  0.121

The value obtained for the HOMO energy is -9.07 eV. The multiplicity is 1. The LUMO energy is -1.9 eV. As for the SMILES: CCCCC1=C(C(F)(F)C(F)(F)C(F)(F)C(F)(F)F)C(=O)c2cc(P(=O)(O)O)c([PH2]=N)c(CCOC=O)c2C1=O.CCOC(=O)C(F)(F)F.CCOC(=O)C(F)(F)F.CCOC(=O)C(F)(F)F.CCOC(=O)C(F)(F)F.CCOC(=O)C(F)(F)F.CCOC(=O)C(F)(F)F.CCOC(=O)C(F)(F)F.CCOC(=O)C(F)(F)F. The value obtained for the gap between HOMO and LUMO is 7.15 eV.

C30H42Cl2IrN6O3 as an isolated structure at a distorted geometry, computed with wB97M-V/def2-TZVPD.

Each line ends with the Mulliken spin population.
Cartesian coordinates (Å):
1 Ir 1.03 0.03 -0.67  0.004
2 O 1.36 -0.12 1.69  0.000
3 C 2.30 -1.12 2.08  0.000
4 C 3.30 -1.37 1.00  0.001
5 C 4.54 -1.91 1.30  0.000
6 C 5.40 -2.25 0.26  0.000
7 C 5.00 -2.04 -1.05  0.000
8 C 3.76 -1.47 -1.27  0.000
9 N 2.93 -1.14 -0.27  0.000
10 H 0.53 -0.26 2.17  0.000
11 H 1.78 -2.07 2.27  0.000
12 H 2.79 -0.82 3.01  0.000
13 H 4.83 -2.06 2.33  0.000
14 H 6.36 -2.69 0.48  0.000
15 H 5.63 -2.30 -1.88  0.000
16 H 3.40 -1.28 -2.27  0.000
17 N -2.69 3.92 -0.82  0.000
18 C -1.52 3.99 -1.75  0.000
19 C -0.40 3.10 -1.21  0.000
20 N -0.83 1.70 -1.08  -0.001
21 C -1.99 1.63 -0.18  0.000
22 C -3.15 2.51 -0.67  0.000
23 H -3.45 4.52 -1.17  0.000
24 H -2.42 4.29 0.10  0.000
25 H -1.16 5.02 -1.82  0.000
26 H -1.84 3.67 -2.74  0.000
27 H -0.07 3.45 -0.23  0.000
28 H 0.45 3.15 -1.90  0.000
29 H -1.09 1.34 -1.99  0.000
30 H -1.68 1.94 0.82  -0.001
31 H -2.33 0.60 -0.11  0.002
32 H -3.98 2.46 0.03  0.000
33 H -3.51 2.17 -1.65  0.000
34 C 2.80 5.17 -2.46  0.000
35 C 3.78 4.07 -2.04  0.000
36 N 3.10 2.81 -1.73  0.000
37 C 2.87 2.55 -0.31  0.000
38 C 4.14 2.08 0.39  0.000
39 C 2.77 1.92 -2.66  0.000
40 C 3.30 2.10 -4.05  0.000
41 N 2.00 0.89 -2.38  -0.001
42 H 3.37 6.04 -2.79  0.000
43 H 2.18 5.49 -1.62  0.000
44 H 2.16 4.86 -3.28  0.000
45 H 4.33 4.40 -1.16  0.000
46 H 4.51 3.91 -2.84  0.000
47 H 2.09 1.76 -0.21  0.000
48 H 2.49 3.46 0.16  0.000
49 H 4.68 1.37 -0.23  0.000
50 H 3.89 1.61 1.34  0.000
51 H 4.81 2.92 0.61  0.000
52 H 4.38 2.16 -4.04  0.000
53 H 2.92 3.01 -4.52  0.000
54 H 3.02 1.25 -4.69  0.000
55 H 1.87 0.27 -3.17  0.000
56 Cl -5.88 -3.80 1.64  0.014
57 C -5.29 -2.67 2.79  0.082
58 C -6.16 -2.22 3.77  -0.040
59 C -5.78 -1.22 4.65  0.097
60 C -4.54 -0.61 4.52  -0.024
61 C -3.67 -1.03 3.54  0.071
62 Cl -2.13 -0.26 3.39  0.007
63 C -3.98 -2.12 2.68  0.016
64 N -3.05 -2.53 1.75  0.327
65 C -2.83 -3.81 1.32  0.104
66 C -3.18 -4.90 2.16  0.150
67 C -2.92 -6.19 1.77  -0.030
68 C -2.29 -6.43 0.55  0.180
69 C -1.92 -5.37 -0.28  -0.012
70 C -2.19 -4.06 0.07  0.100
71 C -1.95 -2.97 -0.96  0.026
72 C -0.92 -1.88 -0.67  0.002
73 O -0.08 -1.64 -1.59  -0.003
74 O -0.94 -1.19 0.37  0.000
75 H -7.15 -2.65 3.85  0.001
76 H -6.45 -0.90 5.43  0.003
77 H -4.24 0.19 5.20  0.002
78 H -2.35 -1.85 1.44  -0.085
79 H -3.58 -4.70 3.14  0.002
80 H -3.18 -7.02 2.42  0.003
81 H -2.08 -7.45 0.24  -0.001
82 H -1.45 -5.58 -1.23  0.003
83 H -2.90 -2.44 -1.14  0.002
84 H -1.65 -3.43 -1.90  0.002

The value obtained for the HOMO energy (alpha / beta) is -17.72 / -18.02 eV. The multiplicity is 2. As for the energy above the lowest of the compared OMol25 structures with the same formula, charge and spin: 217.55 kJ/mol. The LUMO energy (alpha / beta) is -12.6 / -12.6 eV. The value obtained for the gap between HOMO and LUMO (alpha / beta) is 5.12 / 5.41 eV. The charge is +4.